Entry 1:
109
Properties=species:S:1:pos:R:3:mulliken_spin:R:1 method="wB97M-V/def2-TZVPD" energy_ha=-8314.03748 multiplicity=3 charge=+3 e_lumo_ev="-10.2 / -10.6" largest_force_ha_per_bohr=0.111 homo_energy_ev="-15.82 / -15.82"
Pb 3.473 0.474 -2.613 -0.003
Cu -1.160 3.965 1.570 0.001
Cu 1.166 2.640 -0.760 0.094
C -0.133 6.859 -1.091 0.086
C 0.910 5.891 -0.555 -0.011
O 0.455 4.675 -0.042 0.835
H -0.571 7.479 -0.309 -0.002
H -0.835 6.209 -1.614 -0.002
H 0.255 7.473 -1.904 0.001
H 1.399 6.436 0.253 0.087
H 1.681 5.661 -1.290 0.001
O -0.531 1.938 0.622 0.808
C -0.373 0.492 0.799 -0.011
C 1.126 -0.025 0.380 0.057
O 1.798 0.454 -0.743 0.032
H -1.154 0.150 0.120 0.059
H -0.626 0.111 1.788 -0.016
H 0.934 -1.078 0.177 -0.010
H 1.805 0.151 1.214 0.010
O -6.062 -1.898 2.572 0.000
S -4.780 -1.560 3.364 0.000
O -4.841 -0.884 4.654 0.000
O -3.900 -2.970 3.545 0.000
C -4.391 -4.083 4.393 0.000
C -3.655 -5.462 4.178 0.000
C -3.624 -0.567 2.247 0.000
H -5.359 -4.270 3.929 0.000
H -4.436 -3.664 5.398 0.000
H -3.657 -5.656 3.105 0.000
H -4.146 -6.268 4.722 0.000
H -2.591 -5.331 4.375 0.000
H -3.305 -1.129 1.369 0.000
H -2.772 -0.230 2.836 0.000
H -4.186 0.362 2.151 0.000
O -0.269 -6.013 0.110 0.000
S 1.028 -5.918 0.818 0.000
O 2.334 -5.570 0.133 0.000
O 0.937 -4.816 2.051 0.000
C -0.317 -4.558 2.658 0.000
C -0.253 -3.135 3.326 0.000
C 1.133 -7.435 1.769 0.000
H -0.387 -5.351 3.403 0.000
H -1.112 -4.535 1.913 0.000
H -0.144 -2.518 2.434 0.000
H 0.588 -2.952 3.994 0.000
H -1.051 -2.913 4.035 0.000
H 0.125 -7.721 2.068 0.000
H 1.793 -7.226 2.611 0.000
H 1.638 -8.223 1.210 0.000
O 6.107 -1.375 0.923 0.000
S 5.135 -2.001 -0.019 0.000
O 4.523 -1.157 -1.057 -0.001
O 6.049 -3.232 -0.855 0.000
C 5.650 -3.807 -2.062 0.000
C 5.174 -5.201 -1.847 0.000
C 3.904 -3.061 0.904 0.001
H 6.520 -3.733 -2.715 0.000
H 4.951 -3.292 -2.720 0.000
H 5.944 -5.845 -1.421 0.000
H 4.777 -5.632 -2.766 0.000
H 4.237 -5.225 -1.290 0.000
H 3.118 -3.124 0.150 0.000
H 3.542 -2.742 1.881 0.000
H 4.409 -4.008 0.709 0.000
O 2.720 3.040 0.861 -0.012
S 4.114 3.373 1.148 -0.001
O 4.483 4.746 1.500 0.000
O 4.571 2.537 2.424 0.000
C 4.140 1.262 2.750 -0.002
C 2.730 1.281 3.420 0.004
C 5.351 2.624 0.017 0.000
H 4.843 0.750 3.406 0.000
H 4.219 0.638 1.859 0.001
H 2.269 0.295 3.461 -0.001
H 2.030 2.006 3.003 -0.001
H 2.923 1.506 4.468 0.000
H 5.249 3.166 -0.923 0.000
H 5.379 1.535 0.017 0.000
H 6.373 2.957 0.200 0.000
O -3.477 3.665 -2.448 -0.001
S -3.739 3.698 -1.036 -0.002
O -2.746 4.151 -0.084 0.006
O -5.063 4.558 -0.793 0.000
C -5.754 4.937 -1.999 0.000
C -5.184 6.253 -2.562 0.000
C -4.365 2.007 -0.503 0.003
H -6.788 5.221 -1.804 0.000
H -5.751 4.106 -2.705 0.000
H -4.306 6.447 -1.945 0.000
H -5.757 7.176 -2.476 0.000
H -4.829 6.267 -3.592 0.000
H -4.872 1.408 -1.260 0.000
H -5.080 2.114 0.312 0.000
H -3.505 1.448 -0.133 0.001
O 0.961 0.578 -3.742 0.000
S -0.235 1.419 -3.460 -0.005
O -0.368 2.367 -2.366 -0.006
O -0.805 2.165 -4.791 0.000
C -1.068 1.426 -5.945 0.000
C -1.730 2.381 -7.006 0.000
C -1.691 0.318 -3.111 -0.001
H -1.663 0.513 -5.955 0.000
H -0.136 1.098 -6.405 0.000
H -2.025 1.892 -7.935 0.000
H -1.034 3.185 -7.248 0.000
H -2.589 2.941 -6.639 0.000
H -1.575 -0.072 -2.100 0.002
H -1.685 -0.421 -3.913 0.000
H -2.532 1.010 -3.161 0.000

***

Entry 2:
111
Properties=species:S:1:pos:R:3:lowdin_charge:R:1 method="wB97M-V/def2-TZVPD" energy_ha=-5473.04349 charge=0 e_lumo_ev=-0.2 largest_force_ha_per_bohr=0.077 homo_energy_ev=-9.75
Li 8.223 4.376 23.418 0.670
O 4.778 5.285 22.869 0.079
C 6.095 5.433 22.958 -0.832
O 6.604 5.395 24.109 -0.077
O 6.719 5.458 21.870 -0.035
H 4.456 5.297 21.972 0.050
O 10.300 5.423 27.012 -0.234
S 9.711 4.651 25.992 0.509
O 9.510 5.167 24.677 -0.308
O 10.549 3.329 25.878 -0.239
C 11.259 2.823 27.053 -0.242
C 12.721 3.189 27.083 -0.063
C 8.217 4.229 26.535 -0.170
H 11.091 1.738 26.906 0.134
H 10.785 3.151 27.976 0.116
H 13.204 2.419 27.681 0.080
H 12.903 4.175 27.533 0.089
H 13.110 3.074 26.068 0.089
H 7.648 3.622 25.842 0.065
H 7.724 5.217 26.492 0.092
H 8.091 3.895 27.573 0.107
O 1.300 4.708 24.816 -0.261
S 1.780 5.310 25.977 0.481
O 0.952 5.665 27.049 -0.221
O 2.766 4.219 26.568 -0.259
C 3.537 3.332 25.712 -0.238
C 4.728 2.922 26.569 -0.055
C 2.801 6.527 25.487 -0.138
H 3.827 3.854 24.801 0.089
H 2.907 2.467 25.457 0.126
H 4.333 2.660 27.551 0.087
H 5.435 3.751 26.576 0.055
H 5.283 2.065 26.168 0.080
H 3.433 6.135 24.678 0.067
H 3.352 6.861 26.357 0.086
H 2.142 7.308 25.101 0.086
O 3.504 -0.051 21.792 -0.254
S 4.057 0.926 20.926 0.546
O 4.481 0.534 19.631 -0.255
O 2.894 1.968 20.601 -0.253
C 2.195 2.589 21.676 -0.300
C 0.842 2.997 21.212 -0.054
C 5.184 1.915 21.808 -0.118
H 2.773 3.418 22.133 0.110
H 2.158 1.934 22.568 0.127
H 0.402 3.550 22.056 0.089
H 0.268 2.134 20.884 0.090
H 0.816 3.754 20.412 0.077
H 4.818 2.253 22.772 0.070
H 5.651 2.754 21.276 0.076
H 6.007 1.195 21.932 0.079
O 3.807 8.875 22.997 -0.276
S 4.822 9.814 22.714 0.540
O 4.533 11.182 22.454 -0.252
O 5.613 9.902 24.079 -0.250
C 6.032 8.760 24.846 -0.239
C 7.530 8.939 25.151 -0.040
C 5.814 9.078 21.504 -0.110
H 5.873 7.819 24.311 0.090
H 5.427 8.729 25.759 0.126
H 7.702 9.719 25.894 0.082
H 8.086 9.027 24.227 0.080
H 7.807 8.001 25.630 0.066
H 6.504 9.829 21.127 0.078
H 5.139 8.653 20.752 0.073
H 6.391 8.278 22.022 0.080
O 9.497 4.179 21.911 -0.328
S 9.380 3.644 20.581 0.541
O 10.545 3.054 20.069 -0.221
O 8.257 2.557 20.706 -0.245
C 8.119 1.681 19.616 -0.288
C 8.738 0.318 19.846 -0.046
C 8.737 4.761 19.486 -0.124
H 8.494 2.122 18.693 0.119
H 7.057 1.553 19.444 0.107
H 9.812 0.303 19.655 0.080
H 8.281 -0.312 19.081 0.087
H 8.509 -0.062 20.841 0.085
H 7.745 5.110 19.797 0.047
H 8.868 4.368 18.486 0.088
H 9.475 5.547 19.643 0.093
O 5.559 4.825 18.874 -0.259
S 4.438 5.684 18.955 0.575
O 4.014 6.026 20.268 -0.256
O 4.897 7.071 18.265 -0.231
C 6.230 7.198 17.927 -0.304
C 6.481 8.587 17.256 -0.038
C 3.116 5.140 18.018 -0.101
H 6.556 6.424 17.237 0.116
H 6.850 7.052 18.815 0.108
H 5.932 8.577 16.320 0.073
H 7.543 8.773 17.063 0.081
H 6.143 9.431 17.865 0.074
H 2.734 4.323 18.646 0.079
H 3.398 4.733 17.054 0.091
H 2.384 5.939 17.964 0.086
O -0.416 7.826 23.769 -0.244
S -0.473 7.466 22.409 0.512
O -1.319 6.397 22.060 -0.254
O -1.080 8.707 21.644 -0.233
C -1.448 8.541 20.295 -0.288
C -2.934 8.276 20.040 -0.059
C 1.157 7.293 21.868 -0.118
H -0.826 7.733 19.892 0.105
H -1.196 9.453 19.772 0.118
H -3.029 8.245 18.957 0.075
H -3.523 9.119 20.418 0.084
H -3.314 7.337 20.438 0.073
H 1.758 8.039 22.375 0.049
H 1.266 7.394 20.788 0.070
H 1.439 6.299 22.239 0.077

***

Entry 3:
95
Properties=species:S:1:pos:R:3:lowdin_charge:R:1 method="wB97M-V/def2-TZVPD" energy_ha=-2403.32353 charge=+1 e_lumo_ev=-2.6 largest_force_ha_per_bohr=0.154 homo_energy_ev=-10.10
C -2.051 6.103 0.023 0.017
C -2.513 4.851 -0.753 -0.494
O -3.657 4.584 -0.770 0.165
N -1.547 3.989 -1.439 -0.068
C -1.241 4.703 -2.720 -0.020
C -0.373 3.769 -0.620 -0.280
C -0.735 3.060 0.735 -0.123
N 0.421 2.752 1.561 -0.033
C 1.440 1.989 0.841 -0.144
C 1.872 2.858 -0.388 -0.243
C 3.146 2.342 -1.117 -0.096
C 4.270 3.411 -0.972 -0.101
C 3.896 4.735 -1.617 -0.492
N 4.352 4.972 -2.985 0.095
O 3.283 5.590 -1.061 0.101
N 0.642 2.888 -1.263 0.152
H -1.676 5.831 1.019 0.085
H -2.847 6.845 0.105 0.099
H -1.198 6.559 -0.512 0.085
H -0.170 4.770 -2.956 0.085
H -1.847 4.258 -3.516 0.102
H -1.590 5.749 -2.630 0.098
H 0.142 4.726 -0.400 0.158
H -1.412 3.671 1.344 0.128
H -1.302 2.152 0.460 0.123
H 0.813 3.580 1.998 0.124
H 2.324 1.780 1.449 0.129
H 0.976 1.074 0.436 0.118
H 2.071 3.855 0.026 0.134
H 3.506 1.474 -0.544 0.119
H 2.945 2.085 -2.167 0.128
H 5.147 3.024 -1.513 0.124
H 4.575 3.547 0.073 0.134
H 4.856 5.861 -2.968 0.096
H 3.504 5.186 -3.511 0.080
H 0.951 3.193 -2.190 0.165
H 0.319 1.915 -1.364 0.176
O 2.339 -0.911 1.277 -0.341
P 2.887 -2.294 1.597 0.728
N 1.922 -3.108 0.415 -0.310
C 1.311 -4.418 0.499 -0.125
C 2.261 -2.770 -0.969 -0.145
N 2.152 -2.417 3.151 -0.325
C 1.351 -3.540 3.607 -0.136
C 1.614 -1.193 3.737 -0.138
N 3.842 -3.726 1.960 -0.260
C 4.768 -3.495 3.110 -0.123
C 4.730 -4.171 0.858 -0.127
H 2.023 -5.254 0.519 0.078
H 0.656 -4.580 -0.359 0.084
H 0.656 -4.506 1.362 0.053
H 3.246 -3.146 -1.271 0.064
H 2.269 -1.685 -1.108 0.054
H 1.528 -3.167 -1.672 0.081
H 0.331 -3.499 3.206 0.077
H 1.273 -3.532 4.698 0.083
H 1.801 -4.501 3.359 0.076
H 0.652 -0.911 3.289 0.080
H 2.308 -0.363 3.625 0.066
H 1.465 -1.318 4.812 0.082
H 5.471 -2.684 2.902 0.084
H 5.335 -4.403 3.321 0.086
H 4.235 -3.251 4.023 0.071
H 5.348 -3.355 0.476 0.088
H 4.170 -4.597 0.028 0.063
H 5.389 -4.969 1.200 0.087
O -3.358 -2.589 -2.916 -0.301
P -3.786 -1.840 -1.672 0.720
N -2.197 -1.730 -0.969 -0.292
C -1.848 -1.786 0.435 -0.127
C -1.258 -0.903 -1.719 -0.150
N -4.662 -3.143 -0.965 -0.329
C -4.503 -3.610 0.400 -0.144
C -4.962 -4.288 -1.821 -0.136
N -4.488 -0.750 -0.480 -0.267
C -5.971 -0.659 -0.624 -0.122
C -4.025 0.653 -0.580 -0.137
H -2.204 -0.925 1.023 0.074
H -0.761 -1.820 0.562 0.068
H -2.202 -2.692 0.920 0.054
H -1.523 0.170 -1.703 0.047
H -1.223 -1.215 -2.766 0.076
H -0.240 -1.000 -1.331 0.059
H -3.614 -4.243 0.510 0.080
H -5.367 -4.211 0.699 0.081
H -4.459 -2.792 1.119 0.072
H -4.087 -4.934 -1.962 0.086
H -5.321 -3.969 -2.796 0.072
H -5.763 -4.891 -1.385 0.080
H -6.256 -0.285 -1.612 0.087
H -6.381 0.009 0.134 0.084
H -6.456 -1.619 -0.477 0.072
H -4.118 1.045 -1.596 0.090
H -2.988 0.763 -0.262 0.033
H -4.601 1.294 0.088 0.086

***

Entry 4:
93
Properties=species:S:1:pos:R:3:lowdin_charge:R:1 method="wB97M-V/def2-TZVPD" energy_ha=-3493.59755 charge=+1 e_lumo_ev=-4.1 largest_force_ha_per_bohr=0.034 homo_energy_ev=-10.90
Zn 2.072 1.901 -1.129 0.961
O -0.842 0.206 0.456 0.116
C 0.150 0.855 -0.120 -0.737
O -0.062 1.805 -0.939 -0.035
O 1.346 0.509 0.136 -0.036
H -1.675 0.685 0.207 0.084
C 0.826 -4.502 0.479 -0.049
C 0.026 -3.235 0.258 -0.483
C -1.461 -3.538 0.176 -0.048
O 0.307 -2.358 1.352 -0.067
H 1.883 -4.306 0.653 0.075
H 0.731 -5.133 -0.407 0.084
H 0.441 -5.048 1.343 0.091
H 0.373 -2.796 -0.691 0.131
H -1.614 -4.476 -0.374 0.089
H -2.072 -2.770 -0.299 0.062
H -1.853 -3.803 1.158 0.054
H -0.136 -1.519 1.171 0.047
C -2.569 -3.332 3.692 -0.059
C -3.433 -2.128 3.996 -0.486
C -3.390 -1.047 2.927 -0.053
O -4.771 -2.619 4.123 -0.047
H -2.545 -3.997 4.558 0.086
H -1.542 -3.090 3.420 0.073
H -2.997 -3.939 2.891 0.075
H -3.103 -1.734 4.965 0.138
H -3.860 -1.434 2.018 0.084
H -2.373 -0.748 2.666 0.073
H -3.967 -0.179 3.256 0.068
H -5.319 -1.919 4.491 0.088
C -1.568 0.581 -3.884 -0.035
C -1.014 -0.597 -3.111 -0.451
C -1.754 -1.900 -3.388 -0.028
O 0.376 -0.781 -3.477 -0.080
H -2.591 0.835 -3.597 0.080
H -1.578 0.401 -4.962 0.094
H -0.984 1.477 -3.650 0.065
H -1.007 -0.369 -2.046 0.111
H -1.444 -2.302 -4.351 0.091
H -2.838 -1.767 -3.400 0.084
H -1.547 -2.610 -2.586 0.066
H 0.408 -0.852 -4.438 0.095
C -3.566 3.379 2.635 -0.056
C -2.922 2.691 1.468 -0.457
C -3.911 1.896 0.661 -0.190
O -3.224 1.096 -0.288 -0.228
C -4.105 0.303 -1.077 -0.051
N -2.233 3.685 0.623 0.058
H -3.937 2.689 3.396 0.080
H -4.402 4.010 2.327 0.091
H -2.847 4.028 3.138 0.084
H -2.190 1.963 1.855 0.131
H -4.667 2.516 0.166 0.145
H -4.443 1.276 1.399 0.122
H -4.809 -0.245 -0.447 0.100
H -3.492 -0.429 -1.602 0.070
H -4.623 0.939 -1.797 0.101
H -1.422 4.024 1.134 0.074
H -1.828 3.207 -0.180 0.041
C 4.517 -1.811 3.549 -0.055
C 3.708 -0.881 2.659 -0.419
C 4.502 0.334 2.247 -0.236
O 4.656 1.189 3.349 -0.175
C 5.317 2.381 3.017 -0.115
N 3.312 -1.610 1.418 0.047
H 3.869 -2.551 4.019 0.078
H 5.054 -1.246 4.310 0.078
H 5.226 -2.365 2.933 0.079
H 2.800 -0.537 3.168 0.143
H 3.998 0.866 1.415 0.101
H 5.503 0.043 1.887 0.137
H 5.441 2.954 3.932 0.092
H 4.734 2.981 2.298 0.079
H 6.292 2.185 2.550 0.091
H 3.002 -0.924 0.743 0.016
H 2.463 -2.120 1.649 0.043
C 3.542 0.746 -4.900 -0.037
C 3.243 1.490 -3.622 -0.385
C 2.205 2.567 -3.882 -0.154
O 1.849 3.178 -2.633 -0.277
C 0.967 4.313 -2.790 -0.010
N 2.728 0.589 -2.541 0.055
H 4.018 1.396 -5.640 0.099
H 2.646 0.310 -5.344 0.087
H 4.268 -0.058 -4.758 0.096
H 4.156 1.988 -3.289 0.152
H 1.330 2.170 -4.400 0.137
H 2.686 3.328 -4.501 0.150
H 0.172 4.053 -3.493 0.105
H 1.525 5.159 -3.183 0.107
H 0.488 4.498 -1.834 0.097
H 1.927 0.043 -2.909 0.079
H 3.448 -0.113 -2.377 0.127